[1]
{
  "formula": "C2H5NO2",
  "method": "ωB97M-V/def2-TZVPD",
  "de_lowest_kj_mol": 100.8,
  "orbital_gap_ha": [0.1619, 0.3267],
  "total_energy_ha": -284.3995,
  "s_squared": 0.753,
  "charge": -1,
  "e_lumo_ev": [4.5, 4.5],
  "multiplicity": 2,
  "symbols": ["C", "N", "H", "H", "H", "H", "O", "C", "O", "H"],
  "xyz": [[-0.6928, -1.5202, -1.0502], [0.2129, -1.5059, -0.1400], [-0.8746, -2.4030, -1.7082], [-1.3817, -0.6712, -1.2001], [0.5513, -0.4532, 0.4935], [0.9744, -2.1587, -0.2155], [-0.4626, 1.3203, -0.5422], [0.0436, 1.3998, 0.6120], [0.8730, 0.5131, 1.1578], [-0.1488, 2.2828, 1.3149]],
  "forces_ev_per_a": [[-3.9952, -0.6178, -4.1152], [3.3802, 1.0986, 3.8526], [0.2170, 0.5242, 0.4917], [0.5892, -0.5898, 0.2250], [-0.1534, -1.9948, -0.9771], [0.0271, -0.3185, -0.1631], [1.0536, 0.9117, 3.1588], [0.5723, -0.7959, -1.1213], [-1.6747, 2.4333, -0.5303], [-0.0161, -0.6511, -0.8210]],
  "mulliken_spin": [0.638, 0.303, 0.046, 0.022, -0.031, -0.002, 0.016, 0.000, 0.010, -0.003]
}

[2]
{
  "formula": "C4H6FeLiO2",
  "method": "ωB97M-V/def2-TZVPD",
  "de_lowest_kj_mol": 205.0,
  "orbital_gap_ha": [0.1806, 0.1880],
  "total_energy_ha": -1577.4812,
  "s_squared": 8.777,
  "e_lumo_ev": [-0.5, -0.8],
  "multiplicity": 6,
  "symbols": ["O", "Fe", "C", "C", "H", "H", "H", "H", "C", "C", "O", "Li", "H", "H"],
  "xyz": [[-1.3386, 1.5477, 0.2917], [0.3083, 2.2676, -0.1602], [-1.5992, 0.1869, 0.3459], [-0.3495, -0.7054, 0.3618], [-2.1774, -0.0555, 1.2619], [0.0836, -0.5383, 1.3643], [-0.6552, -1.7636, 0.3840], [-2.2258, -0.1270, -0.5180], [0.4600, -0.4682, -1.1907], [1.5897, -0.2964, -0.3187], [2.4545, -0.6068, 0.5245], [2.9962, 1.7167, 1.3923], [-0.2425, 0.0975, -1.8174], [0.6960, -1.2553, -1.9215]],
  "forces_ev_per_a": [[0.2628, -0.3193, -0.1138], [0.7208, 0.4043, 0.6417], [-0.4883, -0.1703, -0.3894], [-1.8976, -0.9379, -0.6886], [0.1805, 0.0276, -0.2634], [0.8997, 0.1926, -1.0978], [0.1210, 0.2471, -0.2811], [0.0926, 0.1230, 0.2737], [1.3367, -2.7740, 2.2036], [0.6717, 3.0975, 1.4062], [-1.3826, 0.0902, -2.4762], [-0.7646, -0.3588, -0.6703], [0.8500, 1.7253, 0.9280], [-0.6026, -1.3474, 0.5274]],
  "mulliken_spin": [0.102, 3.993, 0.008, 0.011, 0.004, 0.003, 0.010, 0.001, -0.055, 0.638, 0.160, 0.071, 0.016, 0.037]
}

[3]
{
  "formula": "CH4N2O3P",
  "method": "ωB97M-V/def2-TZVPD",
  "de_lowest_kj_mol": 274.9,
  "orbital_gap_ha": 0.2954,
  "total_energy_ha": -717.1646,
  "charge": -1,
  "e_lumo_ev": 3.4,
  "symbols": ["C", "N", "N", "O", "O", "O", "P", "H", "H", "H", "H"],
  "xyz": [[-2.7329, -3.3626, 1.0359], [-1.5916, -3.6230, 0.8328], [-0.0095, 0.5492, 0.0925], [0.5675, -1.8806, -0.1295], [-3.8774, -3.2899, 1.2777], [2.0831, 1.8592, -1.0211], [0.1733, -0.6818, -0.8738], [-0.8433, -2.9753, 0.7867], [1.1731, 1.9622, -0.5690], [0.3348, 0.3835, 0.9665], [2.3763, 1.1943, -0.6294]],
  "forces_ev_per_a": [[-1.1267, -0.2542, 0.5457], [0.0108, -0.8103, -0.0189], [-1.2326, 1.5248, -3.1185], [0.8241, -3.1071, 1.2676], [-0.2015, 0.2086, -0.1580], [-5.1830, 10.0837, -4.4668], [-1.0675, 2.0171, -0.9677], [1.4981, 0.9328, -0.5504], [1.4252, -0.5946, -1.0779], [0.8937, -0.6973, 3.2971], [4.1595, -9.3035, 5.2479]],
  "lowdin_charge": [-0.429, 0.203, -0.366, -0.622, 0.105, -0.090, 0.440, 0.006, 0.022, -0.110, -0.159]
}

[4]
{
  "formula": "C4H8N2O2S",
  "method": "ωB97M-V/def2-TZVPD",
  "de_lowest_kj_mol": 476.3,
  "orbital_gap_ha": 0.3096,
  "smiles": "CN1CCS[C@H]1[N+](=O)[O-]",
  "total_energy_ha": -815.2256,
  "e_lumo_ev": -0.4,
  "symbols": ["C", "C", "C", "C", "N", "N", "O", "O", "S", "H", "H", "H", "H", "H", "H", "H", "H"],
  "xyz": [[0.5462, -0.1523, 1.0494], [0.4335, -1.6728, 0.7073], [-0.9117, 0.2722, -0.7282], [1.3396, 1.0826, -0.9673], [0.2302, 0.6312, -0.1160], [-2.1545, 0.6200, 0.0150], [-3.1582, 0.8386, -0.6380], [-2.1175, 0.6425, 1.2306], [-0.8636, -1.9351, -0.4930], [-0.1783, 0.1406, 1.9276], [1.5682, 0.0123, 1.2629], [1.2101, -2.2411, 0.2521], [0.3084, -2.1280, 1.6683], [-0.9341, 0.5598, -1.8256], [1.8496, 0.1824, -1.2634], [0.7969, 1.4076, -1.8208], [2.0351, 1.7394, -0.2607]],
  "forces_ev_per_a": [[-1.1130, -0.0593, 0.7054], [-0.9632, 0.1598, 0.0982], [0.1713, -1.9304, -1.4390], [0.2990, -0.5653, 2.8540], [0.1643, 0.6788, 0.9012], [-1.1344, -0.0171, 0.1865], [0.5396, -0.0989, -0.1681], [0.0357, 0.1375, -0.3612], [-1.0023, 2.1293, -0.2933], [1.7572, -0.8895, -1.7730], [1.0432, 0.5725, 0.7766], [1.6072, 0.5601, -0.1597], [-0.7608, -0.5580, 0.5014], [-0.6636, -0.4651, 1.5948], [0.9042, -0.2906, -0.2795], [0.6289, 1.5175, -0.8451], [-1.5133, -0.8812, -2.2992]],
  "lowdin_charge": [-0.210, -0.531, -0.292, -0.013, -0.249, -0.396, 0.076, 0.056, 0.771, 0.150, 0.096, 0.033, 0.063, 0.151, 0.081, 0.068, 0.147]
}

[5]
{
  "formula": "C4H11N3O",
  "method": "ωB97M-V/def2-TZVPD",
  "de_lowest_kj_mol": 147.7,
  "orbital_gap_ha": 0.3523,
  "smiles": "N=C(N)N.CCC=O",
  "total_energy_ha": -398.4979,
  "e_lumo_ev": 0.6,
  "symbols": ["N", "C", "N", "N", "H", "H", "H", "H", "H", "O", "C", "C", "C", "H", "H", "H", "H", "H", "H"],
  "xyz": [[1.8994, 1.0475, -0.3719], [2.4161, -0.0167, 0.4065], [3.0374, -1.0521, -0.2500], [2.3498, -0.0501, 1.6975], [1.7821, 1.8547, 0.2089], [2.3877, 1.3272, -1.1908], [3.5362, -0.8578, -1.1153], [3.5695, -1.6948, 0.3733], [1.5261, 0.4784, 2.0607], [-3.3082, -0.9198, 1.9035], [-3.1863, -0.1795, 0.9232], [-1.8487, 0.1325, 0.1867], [-1.8426, -0.2741, -1.2674], [-4.0505, 0.4058, 0.4845], [-1.0390, -0.3545, 0.7038], [-1.7558, 1.2267, 0.2888], [-1.8510, -1.3479, -1.4578], [-0.9267, 0.1038, -1.7466], [-2.6955, 0.1706, -1.8377]],
  "forces_ev_per_a": [[-0.3619, -0.8795, 0.6632], [0.3413, 0.7649, 1.1104], [1.1252, -0.4516, -0.0723], [-1.4786, -0.3509, -0.5202], [-0.1604, 0.2112, 0.2630], [0.4382, -0.2791, -0.7561], [-0.2861, 0.0453, 0.3132], [-0.9128, 0.9259, -0.6238], [1.2431, 0.0166, -0.3895], [0.1706, 1.7372, -2.3554], [0.5900, -0.8936, 1.0974], [-1.3022, -0.1760, 0.9355], [-0.2981, 0.6464, -1.3285], [0.2665, -0.5822, 0.4312], [0.2980, -0.0819, 0.3781], [0.1692, -0.2611, -0.1425], [-0.1213, -0.0251, 0.3730], [-0.2475, -0.0524, 0.1682], [0.5268, -0.3142, 0.4551]],
  "lowdin_charge": [0.104, -0.630, 0.097, 0.061, 0.078, 0.068, 0.086, 0.115, 0.041, 0.019, -0.237, -0.230, -0.125, 0.125, 0.093, 0.113, 0.075, 0.064, 0.082]
}

[6]
{
  "formula": "C9H14",
  "method": "ωB97M-V/def2-TZVPD",
  "de_lowest_kj_mol": 44.4,
  "orbital_gap_ha": [0.1016, 0.2515],
  "total_energy_ha": -351.2624,
  "s_squared": 0.762,
  "charge": -1,
  "e_lumo_ev": [3.7, 3.7],
  "multiplicity": 2,
  "symbols": ["C", "C", "H", "H", "H", "H", "H", "H", "C", "C", "C", "C", "C", "C", "C", "H", "H", "H", "H", "H", "H", "H", "H"],
  "xyz": [[0.9353, 0.6784, -2.7662], [1.4175, -0.6717, -3.3080], [0.3465, 0.5416, -1.8597], [1.8207, 1.2178, -2.4234], [0.3762, 1.2519, -3.5003], [0.5977, -1.2525, -3.7350], [1.7478, -1.2955, -2.4693], [2.2876, -0.5525, -3.9427], [-2.0528, -1.6056, 0.9886], [-0.8459, 0.5515, 0.5919], [-0.9361, -0.6349, 1.2892], [-0.0641, 1.6363, 0.9679], [-0.1941, -0.6835, 2.5347], [0.5067, 1.6568, 2.2861], [0.4579, 0.4387, 2.9924], [-1.2329, 0.6104, -0.4297], [-0.0343, 2.5274, 0.3489], [-2.9011, -1.1518, 0.4658], [-2.5185, -2.0847, 1.8576], [-0.1521, -1.5827, 3.1391], [1.1698, 2.4270, 2.6568], [0.9204, 0.3812, 3.9780], [-1.6524, -2.4036, 0.3374]],
  "forces_ev_per_a": [[0.5597, -0.5089, 0.3965], [-0.3413, -0.1882, 1.0150], [-0.2000, 0.0313, -0.1645], [-0.1577, 0.3540, -0.1779], [0.0414, 0.1519, -0.0479], [0.2042, 0.1374, -0.5149], [0.0883, 0.1721, 0.0200], [-0.1362, -0.1458, -0.5666], [0.5650, -0.4526, -0.5488], [0.9395, 0.8986, -1.2714], [-0.8739, -0.2028, 0.9127], [-0.3855, 0.2435, 0.3350], [-0.0700, -0.0520, 0.1340], [0.2958, -0.7273, 0.3074], [0.0105, 0.2785, 0.1419], [-0.5228, -0.0495, 0.2562], [0.0496, -0.0984, -0.1344], [0.1578, 0.2111, -0.2219], [0.3520, 0.0068, 0.2564], [-0.1402, -0.1285, -0.0278], [-0.1174, 0.2330, -0.1525], [0.1527, 0.0118, -0.0884], [-0.4713, -0.1762, 0.1417]],
  "mulliken_spin": [0.107, -0.011, -0.032, -0.017, -0.012, 0.001, 0.002, 0.000, 0.121, -0.074, 0.183, 0.090, 0.407, 0.344, -0.211, -0.022, -0.017, -0.001, -0.033, 0.090, 0.090, -0.045, 0.040]
}